C45H48N4O2Tb | ωB97M-V/def2-TZVPD

Element x y z (Å)
Tb -0.848 1.276 -0.370
C 1.739 3.396 0.741
N 1.544 2.413 -0.342
C 1.823 3.056 -1.631
C 2.334 1.230 -0.065
C 3.597 1.018 -0.593
C 4.301 -0.147 -0.330
C 3.718 -1.120 0.462
C 2.471 -0.912 1.024
C 1.759 0.278 0.819
N 0.498 0.581 1.327
C -0.012 0.052 2.491
C 0.713 -0.664 3.458
C 0.096 -1.217 4.565
C -1.258 -1.034 4.781
C -1.965 -0.203 3.925
C -1.372 0.346 2.800
N -2.007 1.391 2.014
C -3.474 1.395 2.018
C -1.550 2.678 2.583
H 2.747 3.823 0.696
H 1.615 2.905 1.704
H 1.007 4.198 0.642
H 2.815 3.518 -1.661
H 1.081 3.840 -1.784
H 1.745 2.331 -2.441
H 4.046 1.769 -1.230
H 5.287 -0.291 -0.751
H 4.236 -2.053 0.649
H 2.025 -1.702 1.605
H 1.785 -0.737 3.365
H 0.688 -1.784 5.273
H -1.747 -1.478 5.638
H -2.995 0.037 4.163
H -3.883 1.688 2.990
H -3.867 0.414 1.756
H -3.815 2.119 1.278
H -1.863 2.769 3.629
H -1.973 3.499 2.008
H -0.463 2.729 2.542
N -0.139 11.171 1.111
C -0.401 10.086 0.838
C -0.723 8.733 0.504
C -0.794 8.338 -0.832
C -1.086 7.025 -1.149
C -1.304 6.082 -0.141
C -1.253 6.494 1.196
C -0.965 7.805 1.517
C -1.478 4.696 -0.452
C -1.554 3.500 -0.691
H -0.611 9.062 -1.613
H -1.140 6.716 -2.184
H -1.431 5.775 1.984
H -0.915 8.118 2.551
C 0.856 -6.054 2.642
C -0.021 -4.995 2.051
C 0.332 -4.347 0.872
C -0.409 -3.292 0.371
C 0.010 -2.690 -0.935
C -1.561 -2.863 1.074
C -2.296 -1.669 0.745
O -2.028 -0.770 -0.076
C -2.023 -3.633 2.175
C -3.378 -3.413 2.792
C -1.226 -4.650 2.657
H 1.699 -6.281 1.993
H 0.291 -6.969 2.824
H 1.247 -5.718 3.605
H 1.211 -4.673 0.326
H 0.640 -3.394 -1.476
H 0.588 -1.778 -0.781
H -0.857 -2.453 -1.547
H -3.256 -1.581 1.265
H -3.473 -2.426 3.238
H -3.556 -4.148 3.574
H -4.157 -3.525 2.037
H -1.546 -5.208 3.529
C 2.205 -5.312 -4.618
C 1.525 -3.989 -4.442
C 2.237 -2.851 -4.078
C 1.604 -1.651 -3.813
C 2.426 -0.455 -3.447
C 0.195 -1.576 -3.933
C -0.582 -0.461 -3.451
O -0.275 0.361 -2.578
C -0.524 -2.690 -4.436
C -2.008 -2.642 -4.690
C 0.151 -3.874 -4.652
H 3.220 -5.288 -4.228
H 2.249 -5.577 -5.676
H 1.644 -6.096 -4.110
H 3.315 -2.910 -3.980
H 3.484 -0.704 -3.447
H 2.165 -0.096 -2.457
H 2.259 0.358 -4.156
H -1.588 -0.377 -3.882
H -2.570 -2.421 -3.781
H -2.359 -3.598 -5.069
H -2.244 -1.881 -5.436
H -0.399 -4.746 -4.985

Its spin multiplicity is 7. Its total charge is +1. Its energy above the lowest of the compared OMol25 structures with the same formula, charge and spin is 0.000 eV. The HOMO energy (alpha / beta) is -9.52 / -9.53 eV. The value obtained for the LUMO energy (alpha / beta) is -3.3846 / -3.3677 eV. The HOMO-LUMO gap (alpha / beta) comes out at 0.2256 / 0.2265 hartree. As for the expectation value of S²: 12.681.

Atomic partial charges in e from the Löwdin method, atoms 1 to 6: 1.6981 -0.0461 -0.2802 -0.0754 -0.2266 -0.0406



C8H6O6Tb | ωB97M-V/def2-TZVPD

Element x y z (Å)
O 0.000 0.000 -4.678
C 0.000 0.000 -3.541
Tb 0.000 0.000 -1.572
O 1.904 -2.430 -1.590
C 1.209 -1.543 -1.592
C -1.209 1.543 -1.592
O -1.904 2.430 -1.591
C -1.543 -1.209 -1.591
O -2.430 -1.903 -1.591
C 1.543 1.209 -1.591
O 2.430 1.904 -1.590
C -1.098 0.705 2.412
C 0.000 0.000 1.681
C 1.098 -0.705 2.412
O 0.000 0.000 0.475
H -0.975 0.626 3.504
H -2.074 0.262 2.132
H -1.101 1.777 2.132
H 1.101 -1.777 2.132
H 2.074 -0.262 2.132
H 0.975 -0.626 3.504

Its spin multiplicity is 7. Its total charge is +3. The HOMO energy (alpha / beta) is -23.42 / -22.57 eV. The value obtained for the LUMO energy (alpha / beta) is -16.5507 / -15.8602 eV. The HOMO-LUMO gap (alpha / beta) comes out at 0.2524 / 0.2466 hartree. As for the expectation value of S²: 13.089.

Atomic partial charges in e from the Löwdin method, atoms 1 to 6: 0.4006 -0.0833 1.1019 0.3758 -0.1206 -0.1206



C12H12N3O8PdS2 | ωB97M-V/def2-TZVPD

Element x y z (Å)
Pd -0.366 -0.785 0.317
O -1.637 -2.402 -2.996
S -1.179 -1.679 -1.859
O -2.106 -1.597 -0.695
O 0.123 -2.178 -1.281
C -0.837 0.022 -2.350
C -0.238 0.071 -3.605
C 0.255 1.254 -4.122
C 0.157 2.408 -3.372
C -0.452 2.381 -2.129
C -0.967 1.207 -1.580
S -1.892 1.628 -0.020
O -1.184 2.760 0.511
O -3.233 1.835 -0.481
O -1.814 0.478 0.991
H -0.151 -0.851 -4.166
H 0.728 1.264 -5.096
H 0.556 3.341 -3.746
H -0.527 3.288 -1.548
N 0.686 1.300 2.466
C 1.554 1.030 1.466
O 1.330 0.062 0.636
C 2.738 1.760 1.333
C 3.051 2.780 2.272
N 3.293 3.620 3.028
C 3.632 1.495 0.255
N 4.367 1.296 -0.612
H -0.259 0.964 2.350
H 0.752 2.221 2.871
C -1.660 -3.053 2.665
C -0.317 -3.575 2.218
O 0.605 -2.480 2.162
H -2.351 -3.886 2.812
H -2.101 -2.382 1.929
H -1.559 -2.512 3.607
H -0.392 -4.052 1.238
H 0.049 -4.314 2.937
H 1.345 -2.720 1.595

Its spin multiplicity is 1. Its total charge is -1. Its energy above the lowest of the compared OMol25 structures with the same formula, charge and spin is 1.423 eV. The HOMO energy is -5.54 eV. The value obtained for the LUMO energy is 1.3853 eV. The HOMO-LUMO gap comes out at 0.2544 hartree.

Atomic partial charges in e from the Löwdin method, atoms 1 to 6: 1.0191 -0.2666 0.5010 -0.3596 -0.3755 -0.2375



Ordered electronic energy results: -79930.07430, -43065.58305, -58640.09348; unit eV.